Formula: C5H10O
Source: OMol25
Level of theory: ωB97M-V/def2-TZVPD

Each line ends with the Löwdin charge.
CARTESIAN COORDINATES (ANGSTROEM)
C1 -1.71 -0.47 0.38  -0.073
C2 -0.89 0.47 -0.47  -0.303
C3 0.04 1.52 0.07  -0.098
C4 0.60 0.36 -0.72  -0.222
C5 1.61 -0.52 0.03  -0.237
O1 1.44 -1.93 -0.01  -0.063
H1 -1.95 -1.38 -0.18  0.079
H2 -1.19 -0.75 1.30  0.074
H3 -2.67 -0.01 0.67  0.075
H4 -1.45 0.81 -1.34  0.131
H5 0.02 2.52 -0.35  0.097
H6 0.28 1.51 1.13  0.103
H7 0.87 0.55 -1.76  0.130
H8 2.60 -0.35 -0.42  0.120
H9 1.69 -0.18 1.07  0.114
H10 0.72 -2.15 0.60  0.073

Output
SMILES   C[C@H]1C[C@H]1CO
Spin multiplicity   1
Total charge   0

=====

Formula: C6H11N2S
Source: OMol25
Level of theory: ωB97M-V/def2-TZVPD

Each line ends with the Löwdin charge.
CARTESIAN COORDINATES (ANGSTROEM)
C1 0.46 0.28 -1.22  -0.019
C2 -0.75 -0.32 -1.13  -0.033
C3 -0.63 -0.25 1.23  0.000
C4 1.33 0.49 -0.02  -0.462
C5 2.31 1.60 0.20  -0.079
C6 -2.67 -1.16 0.18  0.023
N1 -1.31 -0.61 0.11  -0.085
N2 0.47 0.45 1.16  0.113
S1 2.55 -1.49 0.07  0.575
H1 0.78 0.54 -2.20  0.122
H2 -1.41 -0.67 -1.92  0.142
H3 -1.26 -0.20 2.16  0.194
H4 2.56 1.55 1.26  0.088
H5 1.90 2.64 0.20  0.107
H6 3.12 1.72 -0.59  0.126
H7 -3.43 -0.39 0.27  0.109
H8 -2.77 -1.87 -0.58  0.082
H9 -2.75 -1.76 1.10  0.115
H10 0.77 0.99 1.89  0.122
H11 2.88 -1.64 -1.18  -0.240

Output
Spin multiplicity   1
Total charge   +1

=====

Formula: C3H2N2O3
Source: OMol25
Level of theory: ωB97M-V/def2-TZVPD

Each line ends with the Löwdin charge.
CARTESIAN COORDINATES (ANGSTROEM)
C1 1.14 0.91 0.33  -0.433
C2 0.08 -0.12 0.00  -0.264
C3 -1.22 -1.62 0.06  -0.235
H1 1.49 2.58 -0.33  0.125
H2 -1.92 -2.36 0.52  0.141
N1 -0.21 -1.15 0.73  0.198
N2 -1.59 -0.95 -0.97  0.094
O1 0.82 1.93 -0.41  0.181
O2 2.05 0.78 1.15  0.125
O3 -0.66 -0.01 -1.09  0.068

Output
Spin multiplicity   1
Total charge   0

=====

Formula: C6H11N
Source: OMol25
Level of theory: ωB97M-V/def2-TZVPD

Each line ends with the Löwdin charge.
CARTESIAN COORDINATES (ANGSTROEM)
C1 0.81 1.15 -1.58  -0.105
C2 0.64 0.65 -0.11  -0.286
C3 1.02 -0.92 0.12  -0.085
C4 -0.12 -1.18 1.10  -0.327
N1 -1.34 -1.90 1.07  0.062
C5 -1.29 -0.73 0.24  -0.286
C6 -0.98 0.80 0.36  -0.094
H1 -0.11 1.03 -2.19  0.070
H2 1.15 2.25 -1.66  0.087
H3 1.66 0.63 -2.11  0.073
H4 1.22 1.32 0.55  0.117
H5 0.84 -1.37 -0.79  0.074
H6 2.02 -0.91 0.48  0.092
H7 0.05 -0.60 2.01  0.131
H8 -1.77 -1.73 2.06  0.147
H9 -1.11 -1.05 -0.75  0.109
H10 -1.67 1.48 -0.25  0.111
H11 -1.01 1.09 1.48  0.111

Output
SMILES   CC1C[C@@H]2N[C@H]2C1
Spin multiplicity   1
Total charge   0

=====

Formula: C28H51B3F3N5O5
Source: OMol25
Level of theory: ωB97M-V/def2-TZVPD

Each line ends with the Löwdin charge.
CARTESIAN COORDINATES (ANGSTROEM)
C1 1.44 -1.58 2.14  -0.144
C2 0.31 -2.49 1.65  -0.097
B1 -1.11 -1.91 1.92  -0.500
O1 -2.29 -2.52 1.50  0.306
B2 -3.09 -1.73 0.71  -0.573
C3 -4.39 -2.23 0.02  -0.057
C4 -5.72 -1.85 0.72  -0.177
C5 -5.68 -0.51 1.47  -0.189
C6 -5.10 -0.62 2.87  -0.245
O2 -4.88 0.65 3.47  -0.057
O3 -2.67 -0.39 0.54  0.269
B3 -1.99 0.18 1.60  -0.546
C7 -2.01 1.73 1.87  0.016
O4 -2.61 2.50 0.80  0.060
C8 -1.76 3.18 0.04  -0.741
F1 -2.42 3.70 -0.99  0.178
F2 -1.15 4.18 0.69  0.160
F3 -0.77 2.40 -0.46  0.139
O5 -1.28 -0.62 2.45  0.305
H1 1.35 -1.38 3.21  0.060
H2 2.41 -2.03 1.94  0.050
H3 1.42 -0.62 1.62  0.056
H4 0.36 -2.53 0.55  0.120
H5 0.40 -3.51 2.03  0.091
H6 -4.40 -1.87 -1.01  0.091
H7 -4.33 -3.32 -0.04  0.115
H8 -6.02 -2.65 1.40  0.116
H9 -6.51 -1.77 -0.03  0.107
H10 -5.09 0.22 0.90  0.121
H11 -6.69 -0.11 1.55  0.119
H12 -4.13 -1.13 2.86  0.114
H13 -5.77 -1.23 3.49  0.127
H14 -5.51 1.27 3.10  0.087
H15 -0.99 2.09 2.07  0.130
H16 -2.60 1.95 2.76  0.132
C9 2.62 1.41 -2.49  -0.121
C10 3.30 1.66 -1.15  -0.255
C11 4.36 0.60 -0.83  -0.180
C12 3.77 -0.73 -0.67  -0.221
N1 3.29 -1.75 -0.48  0.163
H17 2.07 0.46 -2.49  0.064
H18 1.90 2.21 -2.70  0.065
H19 3.34 1.39 -3.30  0.068
H20 2.56 1.67 -0.35  0.107
H21 3.78 2.63 -1.16  0.087
H22 4.88 0.85 0.10  0.120
H23 5.12 0.55 -1.62  0.120
C13 1.82 1.29 7.17  -0.108
C14 2.32 2.55 6.47  -0.262
C15 1.94 2.59 4.99  -0.191
C16 2.57 1.51 4.23  -0.218
N2 3.05 0.65 3.64  0.170
H24 2.28 0.40 6.73  0.073
H25 2.07 1.31 8.23  0.072
H26 0.74 1.19 7.08  0.077
H27 3.40 2.63 6.57  0.111
H28 1.89 3.43 6.95  0.107
H29 2.23 3.54 4.54  0.117
H30 0.86 2.49 4.87  0.117
C17 2.90 -7.22 0.89  -0.109
C18 1.78 -7.63 -0.06  -0.263
C19 0.72 -6.54 -0.21  -0.188
C20 0.01 -6.28 1.04  -0.234
N3 -0.52 -6.06 2.03  0.159
H31 2.51 -7.06 1.90  0.072
H32 3.66 -8.00 0.95  0.070
H33 3.38 -6.30 0.56  0.078
H34 1.31 -8.55 0.28  0.110
H35 2.19 -7.84 -1.05  0.106
H36 -0.02 -6.81 -0.97  0.118
H37 1.18 -5.60 -0.54  0.121
C21 2.29 6.24 -5.94  -0.108
C22 3.23 5.14 -6.44  -0.261
C23 3.21 3.90 -5.54  -0.194
C24 3.70 4.19 -4.19  -0.241
N4 4.10 4.44 -3.14  0.168
H38 2.59 6.60 -4.96  0.073
H39 2.30 7.09 -6.63  0.072
H40 1.27 5.87 -5.87  0.077
H41 4.25 5.52 -6.50  0.112
H42 2.95 4.83 -7.44  0.108
H43 3.82 3.10 -5.96  0.119
H44 2.19 3.51 -5.45  0.119
C25 -2.96 0.76 -4.55  -0.103
C26 -2.55 1.01 -3.10  -0.251
C27 -1.48 0.03 -2.62  -0.177
C28 -1.96 -1.35 -2.60  -0.212
N5 -2.36 -2.43 -2.54  0.182
H45 -3.40 -0.23 -4.67  0.073
H46 -3.70 1.50 -4.87  0.072
H47 -2.10 0.83 -5.22  0.075
H48 -3.42 0.93 -2.44  0.117
H49 -2.16 2.02 -2.98  0.098
H50 -1.16 0.28 -1.61  0.097
H51 -0.60 0.08 -3.26  0.117

Output
SMILES   CCB1OB(CCCCO)OB(COC(F)(F)F)O1.CCCC#N.CCCC#N.CCCC#N.CCCC#N.CCCC#N
Spin multiplicity   1
Total charge   0

=====

Formula: C5H8O2
Source: OMol25
Level of theory: ωB97M-V/def2-TZVPD

Each line ends with the Löwdin charge.
CARTESIAN COORDINATES (ANGSTROEM)
O1 0.59 2.28 1.73  0.066
C1 0.92 1.35 1.07  -0.295
C2 0.40 -0.06 1.27  -0.155
C3 0.51 -0.91 0.00  -0.207
C4 -0.72 -0.92 -0.93  -0.152
C5 -1.14 0.48 -1.36  -0.235
O2 -1.39 1.36 -0.57  0.050
H1 1.68 1.44 0.26  0.125
H2 -0.63 0.06 1.61  0.120
H3 1.04 -0.55 1.99  0.118
H4 0.71 -1.96 0.20  0.109
H5 1.36 -0.56 -0.59  0.108
H6 -1.58 -1.32 -0.40  0.121
H7 -0.46 -1.41 -1.86  0.105
H8 -1.30 0.72 -2.43  0.120

Output
SMILES   O=CCCCC=O
Spin multiplicity   1
Total charge   0

=====

Formula: C21H38N4O8S3
Source: OMol25
Level of theory: ωB97M-V/def2-TZVPD

Each line ends with the Löwdin charge.
CARTESIAN COORDINATES (ANGSTROEM)
C1 10.39 -2.08 -2.60  -0.111
O1 9.09 -1.96 -2.04  -0.186
C2 8.32 -0.97 -2.69  -0.246
C3 8.53 0.41 -2.09  -0.184
C4 7.66 1.47 -2.80  -0.194
C5 6.19 1.36 -2.34  -0.203
C6 5.17 1.60 -3.48  -0.125
C7 3.97 0.69 -3.52  -0.114
C8 3.29 0.18 -2.45  -0.170
N1 3.70 0.46 -1.13  0.138
C9 2.14 -0.70 -2.61  -0.174
N2 1.53 -1.20 -1.42  -0.081
C10 0.82 -2.46 -1.56  -0.049
C11 0.69 -0.21 -0.78  -0.439
C12 -0.48 0.38 -1.54  0.025
O2 0.90 0.12 0.36  0.091
C13 1.68 -1.02 -3.84  0.029
C14 2.34 -0.51 -4.99  -0.361
N3 2.02 -0.73 -6.26  -0.239
S1 3.10 0.07 -7.14  0.989
N4 4.01 0.72 -5.98  -0.234
C15 3.48 0.33 -4.82  -0.318
H1 10.95 -2.76 -1.96  0.087
H2 10.35 -2.50 -3.61  0.086
H3 10.89 -1.11 -2.62  0.080
H4 7.28 -1.27 -2.56  0.123
H5 8.51 -0.95 -3.77  0.124
H6 8.15 0.35 -1.07  0.118
H7 9.58 0.69 -2.05  0.106
H8 8.06 2.45 -2.55  0.107
H9 7.74 1.36 -3.88  0.105
H10 6.06 2.15 -1.59  0.106
H11 6.01 0.42 -1.84  0.091
H12 5.70 1.43 -4.41  0.092
H13 4.88 2.65 -3.51  0.127
H14 2.94 0.40 -0.46  0.061
H15 4.04 1.41 -1.08  0.089
H16 -0.13 -2.38 -2.10  0.087
H17 1.44 -3.16 -2.12  0.101
H18 0.63 -2.88 -0.57  0.097
H19 -1.41 0.10 -1.05  0.093
H20 -0.49 0.14 -2.60  0.075
H21 -0.40 1.46 -1.45  0.097
H22 0.81 -1.65 -4.01  0.119
O3 -3.47 0.40 5.33  -0.277
S2 -3.61 -0.56 4.28  0.566
O4 -2.94 -1.82 4.37  -0.278
O5 -3.22 0.13 2.90  -0.266
C16 -1.95 0.82 2.83  -0.242
C17 -0.78 -0.11 2.67  -0.080
C18 -5.31 -0.83 3.92  -0.122
H23 -1.84 1.46 3.71  0.114
H24 -2.04 1.48 1.96  0.119
H25 -0.63 -0.71 3.56  0.078
H26 0.12 0.45 2.48  0.066
H27 -0.95 -0.80 1.84  0.074
H28 -5.80 0.13 3.81  0.069
H29 -5.73 -1.37 4.77  0.079
H30 -5.39 -1.42 3.02  0.075
O6 -9.48 1.99 3.04  -0.274
S3 -9.60 1.50 4.38  0.563
O7 -8.64 0.58 4.89  -0.280
O8 -11.06 0.90 4.58  -0.263
C19 -11.52 -0.07 3.62  -0.249
C20 -10.94 -1.45 3.87  -0.072
C21 -9.76 2.85 5.50  -0.120
H31 -11.31 0.28 2.61  0.114
H32 -12.60 -0.10 3.74  0.121
H33 -9.87 -1.46 3.67  0.070
H34 -11.42 -2.18 3.21  0.082
H35 -11.08 -1.75 4.90  0.085
H36 -10.53 3.52 5.12  0.075
H37 -8.80 3.35 5.53  0.079
H38 -10.02 2.46 6.48  0.076

Output
Spin multiplicity   1
Total charge   0

=====

no.,gap between HOMO and LUMO (eV)
1,11.18
2,7.97
3,10.94
4,9.27
5,10.73
6,10.33
7,7.85